A 6-piece molecular cluster, C25H58O11 overall at a distorted geometry. Source: the OMol25 dataset; level of theory: ωB97M-V with the def2-TZVPD basis set.

The calculation puts the molecular weight at 534.728 g/mol. The energy above the lowest of the compared OMol25 structures with the same formula, charge and spin is 159.39 kcal/mol. Its lowest unoccupied orbital energy is 0.27 eV. As for the structure (SMILES): CCOCCOC[C@]1(CC)OC(=O)O[C@H]1O.CC(C)O.CC(C)O.CC(C)O.CC(C)O.CC(C)O. The calculation puts the energy at -49380.5868 eV. The calculation puts the HOMO energy at -0.3560 Ha.

Cartesian coordinates (Å):
C1 6.1383 -2.5498 3.2388
C2 7.1601 -1.8014 2.1541
O1 6.3991 -0.6898 1.5456
C3 6.0884 -0.9577 0.1273
C4 5.1225 -2.2584 -0.1246
O2 4.0118 -2.4078 0.8277
C5 3.1572 -1.2125 0.8893
C6 1.7633 -1.4633 1.7795
C7 1.9539 -2.5773 2.9766
C8 1.8239 -4.1306 2.4550
O3 0.5601 -1.9433 1.0237
C9 -0.6274 -1.3797 1.7478
O4 -1.9395 -1.6057 1.4648
O5 -0.1303 -0.4609 2.8235
C10 1.1342 0.0307 2.1880
O6 1.9719 0.9520 2.9714
H1 5.6469 -3.4470 2.6405
H2 6.6757 -2.8867 4.2221
H3 5.3531 -1.7244 3.5457
H4 8.0061 -1.3159 2.8095
H5 7.6375 -2.5420 1.3818
H6 7.0928 -0.9699 -0.5174
H7 5.4927 -0.0026 -0.2691
H8 4.7996 -2.2828 -1.2607
H9 5.8167 -3.2180 0.0267
H10 2.8190 -0.8773 -0.1872
H11 3.7296 -0.3504 1.4849
H12 1.2469 -2.3955 3.9150
H13 3.0601 -2.4611 3.3997
H14 1.7460 -4.2553 1.2937
H15 2.7822 -4.7399 2.7937
H16 0.8514 -4.6246 2.9227
H17 0.7309 0.3798 1.1249
H18 2.6352 1.3587 2.3126
C11 -3.4719 1.3055 3.8721
C12 -3.6288 1.9673 2.5124
C13 -5.0014 1.6944 1.9183
O7 -2.6251 1.4744 1.6286
H19 -3.5736 0.2173 3.7925
H20 -2.4750 1.5002 4.2821
H21 -4.2201 1.6754 4.5800
H22 -3.4780 3.0480 2.6094
H23 -5.1573 0.6200 1.7693
H24 -5.0957 2.1664 0.9344
H25 -5.7956 2.0759 2.5675
H26 -2.7512 0.5154 1.5365
C14 -1.3904 -2.1678 -2.4076
C15 -2.7794 -2.7755 -2.2939
C16 -3.8503 -1.8012 -2.7580
O8 -3.0266 -3.1383 -0.9379
H27 -1.3011 -1.2739 -1.7799
H28 -0.6309 -2.8757 -2.0586
H29 -1.1635 -1.8923 -3.4421
H30 -2.8306 -3.6914 -2.8928
H31 -3.8483 -0.8945 -2.1427
H32 -4.8456 -2.2475 -2.6590
H33 -3.6972 -1.5146 -3.8030
H34 -2.9831 -2.3313 -0.3987
C17 -8.1432 3.9662 4.7558
C18 -8.8829 4.4764 3.5295
C19 -7.9429 5.1941 2.5740
O9 -9.9143 5.3712 3.9384
H35 -7.6926 4.7942 5.3145
H36 -8.8344 3.4627 5.4404
H37 -7.3529 3.2627 4.4759
H38 -9.3625 3.6376 3.0134
H39 -7.4854 6.0657 3.0553
H40 -8.4912 5.5666 1.7021
H41 -7.1466 4.5275 2.2286
H42 -9.4978 6.1193 4.3977
C20 -4.9221 1.4086 -4.5744
C21 -3.4846 1.5006 -5.0606
C22 -2.9120 2.8913 -4.8378
O10 -3.4348 1.1864 -6.4499
H43 -5.5656 2.1087 -5.1191
H44 -5.3251 0.4058 -4.7524
H45 -4.9921 1.6296 -3.5049
H46 -2.8703 0.7612 -4.5352
H47 -3.4842 3.6440 -5.3918
H48 -1.8811 2.9463 -5.2036
H49 -2.9217 3.1568 -3.7761
H50 -3.9775 1.8378 -6.9244
C23 10.0033 -1.1657 -3.6335
C24 8.4922 -1.2848 -3.7503
C25 7.9894 -0.6975 -5.0595
O11 7.8789 -0.6017 -2.6599
H51 10.3164 -0.1157 -3.6523
H52 10.3496 -1.5813 -2.6810
H53 10.5053 -1.6946 -4.4496
H54 8.1996 -2.3383 -3.6831
H55 8.2310 0.3691 -5.1288
H56 6.8991 -0.7790 -5.1243
H57 8.4310 -1.2122 -5.9184
H58 8.1331 0.3346 -2.7114


One molecule with the formula C2H6O5 at a distorted geometry. Source: the OMol25 dataset; level of theory: ωB97M-V with the def2-TZVPD basis set.

The calculation puts the molecular weight at 110.065 g/mol. The energy above the lowest of the compared OMol25 structures with the same formula, charge and spin is 118.27 kcal/mol. Its lowest unoccupied orbital energy is 0.63 eV. As for the structure (SMILES): CC(O)(OO)OO. The calculation puts the energy at -12403.3670 eV. The calculation puts the HOMO energy at -0.3831 Ha.

Cartesian coordinates (Å):
C1 -0.1969 0.9995 0.8744
C2 0.0692 -0.4274 0.4375
O1 0.4737 -1.2045 1.4729
O2 -1.0200 -1.0693 -0.1712
O3 -1.8716 -0.1878 -0.8667
O4 1.2376 -0.5466 -0.4548
O5 1.0123 0.1012 -1.7029
H1 -1.1292 1.0150 1.4341
H2 -0.2819 1.6487 0.0070
H3 0.6228 1.3099 1.5167
H4 0.7266 -2.0614 1.0570
H5 -1.4895 -0.1479 -1.7565
H6 1.8471 0.5706 -1.8476